# C4H5NO

A molecular structure, C4H5NO at a distorted geometry (ωB97M-V with the def2-TZVPD basis set, OMol25).

Structure (XYZ):
```
11
C4H5NO | OMol25 | ωB97M-V with the def2-TZVPD basis set
C -1.793 0.109 0.116
C -0.370 -0.373 0.162
C 0.653 0.572 -0.260
C 1.789 -0.113 -0.112
N 2.632 -0.959 0.115
O -0.086 -1.504 0.541
H -2.204 0.074 1.127
H -1.870 1.123 -0.278
H -2.372 -0.574 -0.510
H 0.539 1.581 -0.609
H 3.081 0.062 -0.290
```

Calculated values
Multiplicity: 1
LUMO level in eV: 0.30
HOMO-LUMO gap in eV: 9.26

***

# C4H5NO

C4H5NO in the gas phase at a distorted geometry (ωB97M-V with the def2-TZVPD basis set, OMol25).

Structure (XYZ):
```
11
C4H5NO | OMol25 | ωB97M-V with the def2-TZVPD basis set
C 0.755 1.366 1.498
C 0.250 0.508 0.238
N -0.509 0.762 -0.755
C -0.847 -0.429 -1.314
C -0.215 -1.496 -0.582
O 0.304 -0.810 0.479
H 0.005 1.853 2.062
H 1.474 2.035 1.121
H 1.379 0.649 2.085
H -1.541 -0.435 -2.326
H 0.154 -2.648 -0.523
```

Calculated values
SMILES string: Cc1ncco1
Multiplicity: 1
LUMO level in eV: 1.00
HOMO-LUMO gap in eV: 10.02

***

# C4H5NO

A molecular structure, C4H5NO at a distorted geometry (ωB97M-V with the def2-TZVPD basis set, OMol25).

Structure (XYZ):
```
11
C4H5NO | OMol25 | ωB97M-V with the def2-TZVPD basis set
C 1.483 0.314 0.931
C -0.890 -0.631 -1.408
C -0.973 -0.877 -0.125
C -0.018 0.368 1.029
N 0.853 1.375 0.460
O 2.410 -0.442 0.912
H -1.382 -1.244 -2.229
H -0.137 0.022 -1.630
H -1.497 -1.537 0.553
H -0.683 0.643 1.913
H 0.835 2.010 -0.406
```

Calculated values
Multiplicity: 1
LUMO level in eV: 0.86
HOMO-LUMO gap in eV: 10.45

***

# C4H5NO

2 unconnected molecules or ions with the total composition C4H5NO (ωB97M-V with the def2-TZVPD basis set, OMol25).

Structure (XYZ):
```
11
C4H5NO | OMol25 | ωB97M-V with the def2-TZVPD basis set
N -1.117 -0.230 -2.083
C -0.846 0.719 -1.364
C -0.516 1.609 -0.450
C -0.217 -1.033 0.463
C 1.151 -0.984 1.051
O -0.125 -1.098 1.746
H -1.278 2.000 0.212
H 0.495 1.994 -0.405
H -0.948 -1.035 -1.442
H 1.736 -1.898 1.044
H 1.664 -0.044 1.227
```

Calculated values
Multiplicity: 1
LUMO level in eV: 0.60
HOMO-LUMO gap in eV: 9.92

***

# C4H5NO

A molecular structure, C4H5NO at a distorted geometry (ωB97M-V with the def2-TZVPD basis set, OMol25).

Structure (XYZ):
```
11
C4H5NO | OMol25 | ωB97M-V with the def2-TZVPD basis set
C -1.305 -0.060 0.283
C -0.199 -0.402 -0.901
C 1.168 -0.358 -0.685
C 1.746 0.369 0.549
H 0.302 1.189 1.206
H -2.477 -0.034 -0.233
H -1.364 -1.188 0.824
H -0.441 -1.173 -1.801
H 1.682 -0.793 -1.424
N 1.828 1.321 1.358
O -0.940 1.130 0.823
```

Calculated values
Multiplicity: 1
LUMO level in eV: -0.51
HOMO-LUMO gap in eV: 9.16

***

# C4H5NO

C4H5NO in the gas phase at a distorted geometry (ωB97M-V with the def2-TZVPD basis set, OMol25).

Structure (XYZ):
```
11
C4H5NO | OMol25 | ωB97M-V with the def2-TZVPD basis set
C 2.003 -1.349 0.076
C 0.893 -0.875 0.216
C -0.651 0.097 0.084
C -1.724 -0.666 0.176
N -0.117 1.148 -0.535
O 0.745 1.939 0.190
H 2.923 -1.875 -0.057
H -2.716 -0.242 0.079
H -1.612 -1.697 0.491
H -1.274 1.543 -0.336
H 1.530 1.976 -0.383
```

Calculated values
SMILES string: C#CC(=C)NO
Multiplicity: 1
LUMO level in eV: 0.82
HOMO-LUMO gap in eV: 10.26

***

# C4H5NO

A molecular structure, C4H5NO at a distorted geometry (ωB97M-V with the def2-TZVPD basis set, OMol25).

Structure (XYZ):
```
11
C4H5NO | OMol25 | ωB97M-V with the def2-TZVPD basis set
O -0.344 1.881 -0.661
C -0.070 0.672 -0.164
C -1.042 -0.521 -0.174
C 0.235 -1.328 -0.087
C 1.063 -0.301 -0.306
N 0.037 1.354 1.059
H -1.526 -0.572 -1.151
H -1.781 -0.594 0.630
H 0.398 -2.371 0.148
H 2.138 -0.163 -0.324
H 0.868 1.939 1.024
```

Calculated values
Multiplicity: 1
LUMO level (spin up / spin down) in eV: -0.92 / -0.92
HOMO-LUMO gap (spin up / spin down) in eV: 8.87 / 8.87

***

# C4H5NO

A molecular structure, C4H5NO at a distorted geometry (ωB97M-V with the def2-TZVPD basis set, OMol25).

Structure (XYZ):
```
11
C4H5NO | OMol25 | ωB97M-V with the def2-TZVPD basis set
N -1.026 2.719 -0.985
C -0.641 1.935 -0.223
C -0.161 0.892 0.688
C -0.681 -0.406 0.093
C 0.350 -1.040 -0.755
O 0.625 -1.635 0.547
H -0.589 1.071 1.680
H 0.935 0.964 0.761
H -0.111 -2.233 0.754
H 0.043 -1.768 -1.508
H 1.256 -0.500 -1.052
```

Calculated values
Multiplicity: 1
LUMO level in eV: 0.30
HOMO-LUMO gap in eV: 9.43

***

# C4H5NO

C4H5NO in the gas phase at a distorted geometry (ωB97M-V with the def2-TZVPD basis set, OMol25).

Structure (XYZ):
```
11
C4H5NO | OMol25 | ωB97M-V with the def2-TZVPD basis set
C -1.315 0.437 0.111
C -0.405 -0.761 0.225
O -0.791 -1.886 0.430
C 1.117 -0.506 0.115
C 1.422 0.684 -0.676
N 1.539 1.643 -1.310
H -2.341 0.114 -0.063
H -0.989 1.110 -0.685
H -1.278 1.010 1.045
H 1.581 -1.395 -0.322
H 1.527 -0.394 1.128
```

Calculated values
SMILES string: CC(=O)CC#N
Multiplicity: 1
LUMO level in eV: 0.64
HOMO-LUMO gap in eV: 11.02

***

# C4H5NO

2 unconnected molecules or ions with the total composition C4H5NO at a distorted geometry (ωB97M-V with the def2-TZVPD basis set, OMol25).

Structure (XYZ):
```
11
C4H5NO | OMol25 | ωB97M-V with the def2-TZVPD basis set
C -1.355 0.449 0.058
C -0.711 -0.844 0.319
O -0.926 -1.978 0.532
C 1.452 -0.521 0.144
C 1.327 0.666 -0.595
N 0.816 1.577 -1.115
H -2.327 0.374 -0.442
H -0.601 1.063 -0.594
H -1.413 1.019 0.993
H 1.796 -1.392 -0.420
H 1.940 -0.414 1.120
```

Calculated values
Multiplicity: 1
LUMO level in eV: 0.50
HOMO-LUMO gap in eV: 9.49

***

# C4H5NO

C4H5NO in the gas phase at a distorted geometry (ωB97M-V with the def2-TZVPD basis set, OMol25).

Structure (XYZ):
```
11
C4H5NO | OMol25 | ωB97M-V with the def2-TZVPD basis set
C 0.321 -1.685 -0.308
C 0.105 -0.261 -0.085
C -0.519 0.624 0.778
C -0.349 1.911 0.251
O 0.364 1.885 -0.872
N 0.676 0.674 -1.170
H 0.956 -1.878 -1.125
H 0.542 -2.292 0.599
H -0.598 -2.151 -0.596
H -0.889 0.417 1.735
H -0.608 2.756 0.795
```

Calculated values
SMILES string: Cc1ccon1
Multiplicity: 1
LUMO level in eV: 1.01
HOMO-LUMO gap in eV: 10.01

***

# C4H5NO

C4H5NO in the gas phase (ωB97M-V with the def2-TZVPD basis set, OMol25).

Structure (XYZ):
```
11
C4H5NO | OMol25 | ωB97M-V with the def2-TZVPD basis set
C 1.326 -1.388 -0.891
C 0.502 -0.978 0.309
O 0.783 -1.363 1.429
C -0.620 -0.081 0.118
C -1.171 0.988 0.316
N -1.824 2.107 0.623
H 1.438 -0.568 -1.609
H 0.842 -2.233 -1.398
H 2.303 -1.709 -0.520
H -1.877 2.321 1.610
H -1.703 2.905 0.013
```

Calculated values
SMILES string: CC(=O)C#CN
Multiplicity: 1
LUMO level in eV: 0.65
HOMO-LUMO gap in eV: 9.83

***

Question: Which value of multiplicity does entry 12 give?
Answer: 1